Run 1
This record from the Open Molecules 2025 dataset describes CHN3O2 in the gas phase. The level of theory is ωB97M-V/def2-TZVPD.

The geometry in XYZ format:
```
7
Properties=species:S:1:pos:R:3
O -2.18675 -0.16857 -0.03257
C -1.02876 -0.14838 -0.06223
N -0.11892 -1.19852 -0.14645
N 1.03060 -0.86440 -0.07105
N 1.03396 0.43543 -0.13802
O -0.26934 0.97064 -0.19533
H 1.53921 0.97380 0.64565
```

HOMO-LUMO gap ... 10.70 eV
SMILES ... O=c1nn[nH]o1
LUMO level ... -0.0082 Eh

Run 2
This record from the Open Molecules 2025 dataset describes 2 unconnected molecules or ions with the total composition CHN3O2. The level of theory is ωB97M-V/def2-TZVPD.

The geometry in XYZ format:
```
7
Properties=species:S:1:pos:R:3
N -2.13117 -1.24302 -3.19352
N -1.03890 -1.31622 -3.02968
O 0.10940 -1.43167 -2.94023
N -0.26979 0.75677 0.25747
C 0.34130 0.96181 -0.76307
O 0.98731 1.13810 -1.71122
H -0.03594 1.28000 1.13234
```

HOMO-LUMO gap ... 11.84 eV
SMILES ... N#[N+][O-].N=C=O
LUMO level ... 0.0230 Eh

What should be chosen as the most stable of them? Choose run 2.

Run 1
This record from the Open Molecules 2025 dataset describes CHN3O2 in the gas phase. The level of theory is ωB97M-V/def2-TZVPD.

The geometry in XYZ format:
```
7
Properties=species:S:1:pos:R:3
O -1.17334 -0.62433 -1.49296
C -0.42379 -0.15248 -0.70894
N -0.32767 -0.28390 0.66022
N 0.70374 0.42274 1.09499
N 1.29389 0.94472 0.18631
O 0.69715 0.66467 -1.03077
H -0.76999 -0.97142 1.29115
```

HOMO-LUMO gap ... 11.57 eV
SMILES ... O=c1[nH]nno1
LUMO level ... 0.0215 Eh

Run 2
This record from the Open Molecules 2025 dataset describes 2 unconnected molecules or ions with the total composition CHN3O2. The level of theory is ωB97M-V/def2-TZVPD.

The geometry in XYZ format:
```
7
Properties=species:S:1:pos:R:3
O 2.05235 -0.51694 0.11440
C 0.96232 -0.86565 -0.15018
N -0.08141 0.78199 0.43310
N -1.22075 0.53946 -0.00095
N -2.01422 -0.14776 -0.41702
O 0.05271 -1.51824 -0.52002
H 0.24901 1.72715 0.54067
```

HOMO-LUMO gap ... 10.91 eV
LUMO level ... -0.0007 Eh

What should be chosen as the most stable of them? Choose run 2.

Run 1
This record from the Open Molecules 2025 dataset describes C5H9N3 in the gas phase. The level of theory is ωB97M-V/def2-TZVPD.

The geometry in XYZ format:
```
17
Properties=species:S:1:pos:R:3
C 0.97836 -0.73862 1.32671
N 0.21685 -1.72533 1.09709
N -0.85336 -1.82693 0.29036
C -1.21204 -0.84368 -0.70435
C -0.69775 0.51631 -0.21116
C -0.20760 1.62838 -1.11489
N 0.63064 0.60092 -0.52834
C 1.59995 0.54989 0.46640
H 1.53790 -0.90116 2.24591
H -1.05482 -2.70044 0.23847
H -0.92256 -1.07356 -1.72458
H -2.35982 -0.81971 -0.58045
H -1.04958 0.80335 0.74473
H -0.39040 1.72281 -2.17362
H -0.44248 2.55874 -0.41814
H 1.53220 1.60343 1.05622
H 2.69452 0.64559 -0.01035
```

HOMO-LUMO gap ... 9.26 eV
SMILES ... C1=NNC[C@@H]2CN2C1
LUMO level ... 0.0412 Eh

Run 2
This record from the Open Molecules 2025 dataset describes C5H9N3 in the gas phase. The level of theory is ωB97M-V/def2-TZVPD.

The geometry in XYZ format:
```
17
Properties=species:S:1:pos:R:3
C 0.34815 -0.68210 1.30985
C 0.58614 -0.50956 -0.14698
C -0.58293 -1.13856 -0.89679
N -1.71893 -0.49562 -0.43862
C -1.65761 0.64376 0.01825
N -0.47737 1.50989 0.25047
N 0.39464 0.86454 -0.61129
C 1.68262 0.39876 -0.56235
H 0.56501 -1.83327 1.35272
H 1.10924 0.13408 1.79725
H -0.75857 -0.49633 1.52912
H -0.62131 -2.23949 -0.53672
H -0.16625 -0.75489 -1.94779
H -2.60602 1.26283 0.34093
H -0.81917 2.49979 -0.09505
H 2.11482 0.53192 -1.58514
H 2.60753 0.30425 0.22215
```

HOMO-LUMO gap ... 9.42 eV
SMILES ... C[C@@]12CN=CNN1C2
LUMO level ... 0.0352 Eh

Run 3
This record from the Open Molecules 2025 dataset describes 2 unconnected molecules or ions with the total composition C5H9N3. The level of theory is ωB97M-V/def2-TZVPD.

The geometry in XYZ format:
```
17
Properties=species:S:1:pos:R:3
C -1.83626 0.24373 1.25369
C 0.88269 -1.50619 -2.05605
C 1.46745 1.26777 1.75361
N 0.22013 -0.48821 -1.26282
C -2.21889 0.12440 -0.00484
C 0.76474 0.34069 0.86331
N 0.84660 -0.05912 -0.26715
N -2.61579 0.22287 -1.14676
H -1.92754 0.07092 -1.88531
H -1.82623 -0.61886 1.90017
H -1.87958 1.21173 1.73499
H 0.22359 -1.74665 -2.89417
H 1.06962 -2.42115 -1.47420
H 1.84120 -1.15442 -2.46686
H 2.53121 1.00876 1.78552
H 1.38517 2.29802 1.39690
H 1.07188 1.20573 2.76996
```

HOMO-LUMO gap (spin up / spin down) ... 8.23 / 8.23 eV
LUMO level (spin up / spin down) ... 0.0193 / 0.0193 Eh

Run 4
This record from the Open Molecules 2025 dataset describes a molecular structure, C5H9N3. The level of theory is ωB97M-V/def2-TZVPD.

The geometry in XYZ format:
```
17
Properties=species:S:1:pos:R:3
C 0.19627 -1.43827 -1.14009
C 1.35246 -0.69333 -1.40392
N -0.52568 -0.34982 1.26505
C -0.65270 0.11570 -0.11929
N -1.14801 0.47456 2.20977
N -1.78683 0.46720 -0.66238
C 0.48321 1.06119 -0.40415
C 1.08398 2.12225 -0.35562
H 0.42966 -0.60364 1.50513
H -0.53991 1.12871 2.69849
H -1.63638 -0.06800 2.90094
H -2.48624 -0.25501 -0.48593
H -0.51080 -1.58269 -1.94493
H 0.24524 -2.26052 -0.43568
H 2.24033 -0.83102 -0.80123
H 1.50318 -0.22255 -2.36590
H 1.75222 2.93528 -0.46024
```

HOMO-LUMO gap (spin up / spin down) ... 8.10 / 8.10 eV
LUMO level (spin up / spin down) ... -0.0076 / -0.0076 Eh

What should be chosen as the most stable of them? Choose run 3.

Run 1
This record from the Open Molecules 2025 dataset describes C5H9N3 in the gas phase. The level of theory is ωB97M-V/def2-TZVPD.

The geometry in XYZ format:
```
17
Properties=species:S:1:pos:R:3
C -1.77586 -0.50525 0.05656
C -0.86796 -1.57607 0.30204
N 0.42936 -1.49406 0.70962
N 1.20070 -0.36680 1.04560
C 1.66187 0.60881 0.13502
C 0.62348 1.02656 -0.94913
N -0.59011 1.64993 -0.65824
C -1.59082 0.91560 -0.33032
H -2.81105 -0.77556 0.02386
H -1.35918 -2.50602 0.33928
H 1.06477 -2.13278 0.32907
H 0.65080 0.08311 1.79344
H 2.51367 0.24814 -0.32307
H 1.86761 1.51998 0.63182
H 1.03342 1.71779 -1.60845
H 0.41159 0.13513 -1.39646
H -2.46229 1.45150 -0.10065
```

HOMO-LUMO gap ... 8.49 eV
SMILES ... C1=C\NNCC\N=C/1
LUMO level ... 0.0220 Eh

Run 2
This record from the Open Molecules 2025 dataset describes a molecular structure, C5H9N3. The level of theory is ωB97M-V/def2-TZVPD.

The geometry in XYZ format:
```
17
Properties=species:S:1:pos:R:3
C 2.37071 -1.73679 -0.25325
C 0.98120 -1.18247 -0.51033
C 0.85897 -0.01956 0.21796
C -1.40307 0.75748 -0.77358
C -1.69552 1.48942 1.91977
H 2.58344 -2.78746 -0.96768
H 2.35871 -1.63190 1.02724
H 3.09696 -0.80817 -0.82186
H 0.23975 -1.54048 -1.30002
H 1.25275 0.36737 1.14276
H -2.70966 1.15543 -0.72612
H -1.67438 0.38882 -2.72647
H -2.74288 0.87951 1.51241
H -1.67439 2.36429 2.61683
N -0.45281 0.64640 0.25384
N -0.90168 0.13317 -1.94141
N -0.48810 1.52495 1.32993
```

HOMO-LUMO gap ... 8.31 eV
LUMO level ... 0.0214 Eh

What should be chosen as the most stable of them? Choose run 1.

Run 1
This record from the Open Molecules 2025 dataset describes C5H9N3 in the gas phase. The level of theory is ωB97M-V/def2-TZVPD.

The geometry in XYZ format:
```
17
Properties=species:S:1:pos:R:3
H -3.72873 -0.42901 0.38950
N -2.80437 -0.89466 0.24117
C -1.76333 -0.14424 0.00979
C -0.43034 -0.74734 -0.46403
C 0.59103 0.20176 0.05447
C 2.09316 -0.21430 -0.45303
C 1.78361 -0.39926 0.90132
N -0.08911 1.57729 0.04476
N -1.44992 1.21401 0.02695
H -0.64762 -1.88026 -0.17668
H -0.37073 -0.97461 -1.59999
H 2.37806 -1.09431 -1.06470
H 2.67383 0.72831 -0.59947
H 2.24355 0.34444 1.57596
H 1.43157 -1.41829 1.40081
H 0.07966 2.07725 -0.94665
H -1.99033 2.05321 0.65982
```

HOMO-LUMO gap ... 9.43 eV
SMILES ... [H]/N=C1/CC2(CC2)NN1
LUMO level ... 0.0377 Eh

Run 2
This record from the Open Molecules 2025 dataset describes C5H9N3 in the gas phase. The level of theory is ωB97M-V/def2-TZVPD.

The geometry in XYZ format:
```
17
Properties=species:S:1:pos:R:3
C 1.11102 1.25977 -0.01505
N 2.23340 0.72813 0.25140
N 2.07533 -0.70283 0.24979
C 0.83825 -1.06756 -0.39542
C 0.01865 0.24770 -0.08413
C -0.93907 -0.02421 1.16035
N -1.96029 -0.40410 0.13923
C -1.28073 0.42301 -0.84211
H 1.04563 2.33815 -0.09437
H 2.83040 -1.20769 -0.16375
H 0.99372 -1.33025 -1.46219
H 0.41492 -1.97745 0.09541
H -1.25032 0.93873 1.63649
H -0.67200 -0.87985 1.86252
H -2.81523 0.10717 0.34752
H -1.19095 0.01531 -1.91031
H -1.45274 1.53597 -0.77540
```

HOMO-LUMO gap ... 9.55 eV
SMILES ... C1=NNCC12CNC2
LUMO level ... 0.0327 Eh

What should be chosen as the most stable of them? Choose run 2.

Run 1
This record from the Open Molecules 2025 dataset describes C5H9N3 in the gas phase. The level of theory is ωB97M-V/def2-TZVPD.

The geometry in XYZ format:
```
17
Properties=species:S:1:pos:R:3
C 1.55953 -0.00048 -1.08535
N 2.15731 1.13443 -0.74134
N 1.37527 1.61250 0.47444
C 0.12830 0.81863 0.36829
C -0.91526 0.37496 1.30320
N -1.60950 -0.72820 0.44230
C -0.93175 -0.94001 -0.79036
C 0.49452 -0.54318 -0.17940
H 2.03731 -0.45816 -1.96970
H 2.28322 1.12377 0.99129
H -0.46200 1.22518 -0.45084
H -1.39010 1.33329 1.59309
H -0.38054 -0.19472 2.15266
H -2.58648 -0.87586 0.35669
H -1.20730 -1.96357 -1.09987
H -1.26196 -0.48027 -1.90269
H 0.70946 -1.43830 0.53758
```

HOMO-LUMO gap ... 9.94 eV
SMILES ... C1=NN[C@@H]2CNC[C@@H]12
LUMO level ... 0.0376 Eh

Run 2
This record from the Open Molecules 2025 dataset describes a molecular structure, C5H9N3. The level of theory is ωB97M-V/def2-TZVPD.

The geometry in XYZ format:
```
17
Properties=species:S:1:pos:R:3
C 0.92007 -1.35294 -2.10764
C -0.23447 1.89610 1.45797
C -0.01195 -1.04960 0.60580
C 0.15681 -0.32301 -1.37581
C -1.25428 0.92759 0.87821
N -1.03008 -0.41088 0.98917
N 0.84357 -1.94888 0.73671
N -0.38380 0.72620 -1.54716
H 0.97966 -2.25380 1.69666
H -1.05155 1.05866 -0.39833
H -2.29469 1.19125 1.06731
H 1.87150 -1.52881 -1.60858
H 1.04383 -1.05240 -3.14703
H 0.38031 -2.29974 -2.05695
H 0.76797 1.65421 1.09960
H -0.47007 2.91901 1.16097
H -0.23284 1.84704 2.54912
```

HOMO-LUMO gap ... 9.25 eV
LUMO level ... 0.0035 Eh

Run 3
This record from the Open Molecules 2025 dataset describes a molecular structure, C5H9N3. The level of theory is ωB97M-V/def2-TZVPD.

The geometry in XYZ format:
```
17
Properties=species:S:1:pos:R:3
C 2.57129 -0.12018 -2.02315
C 1.34711 -0.84946 -1.28956
C 0.76465 0.09270 -0.44152
C -1.59098 -0.44933 0.24101
C -0.97103 1.18796 2.36773
H 3.41102 -1.05176 -2.36827
H 3.14352 0.55906 -1.19511
H 2.16589 0.15732 -3.06484
H 0.64736 -1.51035 -1.88075
H 1.30183 1.00728 -0.35108
H -2.50155 -0.37170 1.11616
H -2.73380 -1.71065 -0.60144
H -1.07922 -0.07715 2.85223
H -1.16557 1.85820 3.22143
N -0.31732 0.15580 0.59750
N -1.74336 -1.21740 -0.73272
N -0.21300 1.34298 1.44159
```

HOMO-LUMO gap ... 8.89 eV
LUMO level ... 0.0197 Eh

Run 4
This record from the Open Molecules 2025 dataset describes a molecular structure, C5H9N3. The level of theory is ωB97M-V/def2-TZVPD.

The geometry in XYZ format:
```
17
Properties=species:S:1:pos:R:3
C -0.51292 0.17153 1.91673
C 0.97956 -1.63509 -0.60741
C -0.49668 1.21663 0.86534
C 0.37789 -0.30336 -0.90716
C -0.38148 -0.03089 -1.96006
N 1.17415 1.68365 0.67914
N 1.54756 1.00495 -0.19407
N -1.27018 2.07438 0.43108
H -1.77757 1.85913 -0.42977
H 0.41502 -0.38999 1.96217
H -0.66829 0.66737 2.88003
H -1.34760 -0.50827 1.72983
H 0.63485 -2.02791 0.35414
H 2.06971 -1.55933 -0.55263
H 0.73036 -2.37806 -1.37422
H -0.83421 0.94778 -2.09829
H -0.64018 -0.79252 -2.69487
```

HOMO-LUMO gap ... 7.63 eV
LUMO level ... -0.0016 Eh

What should be chosen as the most stable of them? Choose run 2.